(1)
A molecular structure, C32H20BrF12N3O7Pd at a distorted geometry. Source: the OMol25 dataset; level of theory: ωB97M-V with the def2-TZVPD basis set.

## Properties
Electronic energy (a.u.): -5822.540183
2S+1: 5
<S²>: 6.07
Energy relative to the best compared isomer or geometry (same formula, charge and spin) (kcal per mole): 15.7
Orbital gap (alpha / beta) (eV): 7.66 / 7.00

```
76
Properties=species:S:1:pos:R:3:mulliken_spin:R:1
Pd -0.5628 -0.8570 -1.2176 1.5314
C 1.1693 -0.7271 5.3060 -0.0009
C 0.5162 -0.3853 3.9988 0.0634
C 0.7240 0.8384 3.3742 -0.0407
C 0.1221 1.1232 2.1703 0.1287
C -0.7189 0.1960 1.5304 0.0169
N -1.3651 0.5393 0.3473 0.7324
C -1.9748 1.7238 0.1874 0.0707
C -2.1753 2.5869 1.3077 0.1882
C -2.4499 3.9181 1.1386 -0.0658
C -2.6150 4.4460 -0.1417 0.1708
C -2.7904 5.9150 -0.3714 -0.0095
C -2.6840 3.5520 -1.2183 -0.0222
C -2.4452 2.2026 -1.0842 0.0112
C -2.7743 1.2045 -2.2055 0.0552
O -1.8316 0.2798 -2.5002 0.3014
C -4.1466 0.5364 -1.8093 0.0029
F -4.5067 -0.3891 -2.7021 0.0018
F -5.1458 1.4451 -1.7327 -0.0005
F -4.0823 -0.0534 -0.6154 -0.0010
C -2.9986 1.9223 -3.5783 0.0510
F -4.0344 2.7831 -3.6175 0.0038
F -1.8893 2.6213 -3.9065 0.0013
F -3.2029 1.0267 -4.5473 -0.0002
C -0.8724 -1.0730 2.1243 0.0046
C -0.2924 -1.3211 3.3589 -0.0261
C -1.7478 -2.1106 1.4017 0.0105
O -2.0561 -1.7794 0.1200 0.3404
C -1.0655 -3.5267 1.3916 0.0095
F -0.0216 -3.4892 0.5468 -0.0017
F -0.5738 -3.9662 2.5649 0.0003
F -1.9065 -4.4680 0.9511 0.0003
C -3.0880 -2.2097 2.1779 0.0355
F -2.9056 -2.7311 3.4129 0.0041
F -3.9832 -2.9684 1.5467 -0.0002
F -3.6170 -0.9839 2.3310 -0.0009
H 1.4776 0.1691 5.8424 0.0006
H 2.0611 -1.3352 5.1331 0.0057
H 0.4947 -1.3066 5.9356 0.0020
H 1.3674 1.5808 3.8328 0.0025
H 0.3101 2.0597 1.6630 -0.0142
H -2.0739 2.1701 2.2982 -0.0017
H -2.5314 4.5634 2.0048 0.0028
H -2.5013 6.4883 0.5074 0.0014
H -3.8329 6.1465 -0.6038 0.0184
H -2.1901 6.2415 -1.2210 0.0098
H -2.9682 3.9706 -2.1704 0.0037
H -0.4644 -2.2598 3.8621 0.0024
O 2.5739 -2.0211 -6.6190 -0.0006
C 1.9165 -1.5726 -5.5379 -0.0027
C 2.1225 -0.3127 -4.9795 0.0044
C 1.4016 0.0409 -3.8559 -0.0034
N 0.5114 -0.7669 -3.2957 0.0876
C 0.3153 -1.9528 -3.8462 0.0101
Br -1.0022 -3.0007 -2.9624 0.0485
C 0.9807 -2.4232 -4.9521 0.0014
H 3.1857 -1.3587 -6.9541 -0.0002
H 2.8287 0.3841 -5.4126 0.0007
H 1.5364 1.0030 -3.3779 -0.0003
H 0.7934 -3.4074 -5.3552 0.0001
O 1.6465 -1.9913 -1.1780 0.0532
C 1.9877 -0.9948 -0.5258 -0.0346
O 1.2962 0.0850 -0.5104 0.1948
C 3.2156 -1.0589 0.3389 0.0338
C 3.4670 -0.0378 1.2493 0.0032
C 4.5049 -0.1510 2.1542 0.0009
C 5.3036 -1.2833 2.1134 -0.0005
C 5.0997 -2.2864 1.1789 0.0007
C 4.0420 -2.1754 0.2947 0.0042
N 6.3859 -1.4232 3.0914 0.0000
O 6.3999 -0.6486 4.0313 0.0000
O 7.2042 -2.3041 2.9106 0.0000
H 2.8292 0.8306 1.2387 -0.0032
H 4.7036 0.6157 2.8887 -0.0001
H 5.7589 -3.1421 1.1723 -0.0001
H 3.8345 -2.9561 -0.4241 0.0021
```



(2)
4 unconnected molecules or ions with the total composition C32H21BrClF3O2 at a distorted geometry. Source: the OMol25 dataset; level of theory: ωB97M-V with the def2-TZVPD basis set.

## Properties
Electronic energy (a.u.): -4716.207377
Energy relative to the best compared isomer or geometry (same formula, charge and spin) (kcal per mole): 50.5
Orbital gap (eV): 8.52

```
60
Properties=species:S:1:pos:R:3:mulliken_charge:R:1
O 1.0576 3.1374 1.2403 -0.4910
C 1.0483 3.3897 0.0631 0.2067
C -0.2496 3.4015 -0.8118 0.5025
C -1.2792 2.3883 -0.7437 -0.6559
C -2.4790 2.4561 -1.6029 -0.3622
C -2.6390 3.5930 -2.5347 0.0035
Cl -4.0942 3.7716 -3.5747 -0.2139
C -1.5820 4.6056 -2.6169 -0.6744
C -0.4094 4.5204 -1.7703 0.6053
C 0.7679 5.5520 -1.8225 0.0449
O 0.5890 6.7370 -1.9199 -0.4644
C 2.1883 4.8969 -1.6936 0.3630
C 3.3454 5.2816 -2.4815 0.0787
Br 3.0971 6.7247 -3.7891 -0.1687
C 4.6595 4.6304 -2.3633 -0.5823
C 4.7518 3.5449 -1.3883 -0.3304
C 3.6211 3.1113 -0.5606 -0.7936
C 2.3447 3.7859 -0.7256 0.6105
H -1.1841 1.5138 -0.0607 0.3553
H -3.2109 1.6005 -1.4812 0.4846
H -1.6221 5.4738 -3.3217 0.4082
H 5.5049 4.9465 -3.0086 0.3732
H 5.7053 2.9772 -1.2363 0.3157
H 3.6680 2.2947 0.1906 0.4204
F 0.1740 -0.2037 -0.0785 -0.2132
C 0.0156 -1.3742 0.5707 0.4597
C -1.1407 -2.1061 0.3719 -0.4662
C -1.3023 -3.3148 1.0369 -0.3621
C -0.3112 -3.7703 1.8994 -0.7530
C 0.8448 -3.0221 2.0943 -0.5114
C 1.0116 -1.8181 1.4208 -0.6586
H -1.9052 -1.7305 -0.2978 0.4762
H -2.2006 -3.9009 0.8834 0.3765
H -0.4409 -4.7118 2.4210 0.3775
H 1.6170 -3.3769 2.7714 0.8834
H 1.9083 -1.2248 1.5523 0.4282
F -4.4280 0.1088 -0.7873 -0.1957
C -5.7650 0.1292 -0.9691 0.5225
C -6.4799 -1.0535 -0.9736 -0.5747
C -7.8560 -1.0099 -1.1613 -0.4016
C -8.4917 0.2137 -1.3534 -0.5128
C -7.7523 1.3908 -1.3510 -0.4757
C -6.3799 1.3414 -1.1494 -0.2886
H -5.9637 -1.9950 -0.8320 0.4133
H -8.4319 -1.9273 -1.1598 0.3554
H -9.5642 0.2474 -1.5053 0.3620
H -8.2436 2.3438 -1.5053 0.3706
H -5.7815 2.2445 -1.1338 0.3991
F 2.9863 -4.1269 3.5614 -0.3099
C 4.1295 -4.8056 3.3328 0.4319
C 4.0639 -6.1359 2.9626 -0.3316
C 5.2408 -6.8328 2.7224 -0.3876
C 6.4672 -6.1940 2.8656 -0.5019
C 6.5179 -4.8576 3.2431 -0.3660
C 5.3415 -4.1562 3.4732 -0.4528
H 3.0992 -6.6183 2.8641 0.4023
H 5.2021 -7.8735 2.4243 0.3526
H 7.3851 -6.7402 2.6820 0.3596
H 7.4740 -4.3614 3.3585 0.3546
H 5.3610 -3.1120 3.7597 0.4021
```



(3)
A molecular structure, C32H21Cl2MoN3O7S at a distorted geometry. Source: the OMol25 dataset; level of theory: ωB97M-V with the def2-TZVPD basis set.

## Properties
Electronic energy (a.u.): -3309.688995
2S+1: 3
<S²>: 2.02
Energy relative to the best compared isomer or geometry (same formula, charge and spin) (kcal per mole): 15.3
Orbital gap (alpha / beta) (eV): 6.25 / 6.49

```
67
Properties=species:S:1:pos:R:3:mulliken_spin:R:1
Mo -0.2909 0.0544 0.1831 1.9456
O -0.7195 1.6853 1.7386 -0.0228
C -1.7854 2.1353 2.1287 -0.0019
C -3.0999 1.7562 1.6643 0.0249
C -4.2343 2.3037 2.2672 -0.0059
C -5.4666 1.9076 1.8413 0.0147
C -5.6186 0.9807 0.8035 -0.0018
C -4.5169 0.4531 0.1832 0.0099
C -3.2357 0.8352 0.6156 -0.0103
O -2.1614 0.3561 0.0773 0.0368
N -6.6691 2.4673 2.5024 -0.0007
O -7.7545 2.0742 2.1247 0.0022
O -6.4993 3.2811 3.3887 0.0030
H -1.7516 2.8894 2.9264 -0.0005
H -4.1460 3.0298 3.0687 -0.0004
H -6.6178 0.6978 0.5019 0.0001
H -4.6028 -0.2614 -0.6254 0.0011
C -0.7589 -1.5589 5.7131 -0.0037
C -0.0707 -0.5998 4.9896 0.0036
C -0.0737 -0.6330 3.5999 0.0011
C -0.7736 -1.6215 2.9280 0.0076
C -1.4555 -2.5985 3.6518 0.0002
C -1.4476 -2.5635 5.0352 0.0032
N -0.7688 -1.6063 1.4681 -0.1094
N -1.2362 -2.6251 0.9471 0.0846
C -1.1481 -2.6403 -0.4547 -0.0195
C -1.6599 -3.7557 -1.1111 0.0092
C -1.5976 -3.8035 -2.4906 0.0054
C -1.0272 -2.7375 -3.1917 0.0052
C -0.5260 -1.6280 -2.5229 0.0252
C -0.5560 -1.5673 -1.1330 -0.1099
H -0.7654 -1.5256 6.7971 -0.0001
H 0.4752 0.1850 5.5021 0.0002
H 0.4761 0.1178 3.0575 -0.0043
H -1.9918 -3.3704 3.1177 0.0003
H -1.9832 -3.3249 5.5910 0.0001
H -2.1119 -4.5545 -0.5336 -0.0008
H -1.9947 -4.6596 -3.0246 0.0004
H -0.9896 -2.7695 -4.2755 -0.0001
H -0.1130 -0.8072 -3.0938 0.0083
Cl 2.6199 0.0455 -1.9626 0.0031
C 1.9635 1.0699 -3.1928 0.0139
C 2.6462 1.1026 -4.3982 -0.0062
C 2.1824 1.8869 -5.4350 0.0113
C 1.0267 2.6290 -5.2620 -0.0069
C 0.3517 2.5900 -4.0541 0.0099
Cl -1.0956 3.5558 -3.9599 0.0015
C 0.7983 1.8100 -2.9606 -0.0042
S -0.0848 1.8875 -1.4442 0.0323
H 3.5455 0.5077 -4.5088 -0.0005
H 2.7171 1.9204 -6.3783 0.0012
H 0.6346 3.2413 -6.0647 -0.0004
O 2.7030 1.9336 1.9618 0.0017
C 3.3264 1.0117 2.7330 -0.0044
C 4.1243 1.4117 3.8049 -0.0004
C 4.7606 0.4748 4.5976 0.0008
C 4.6180 -0.8825 4.3365 -0.0003
C 3.8363 -1.2798 3.2668 0.0015
C 3.1794 -0.3547 2.4537 -0.0022
C 2.3725 -0.9255 1.3317 -0.0184
O 2.4800 -2.0586 0.9693 0.0015
O 1.4704 -0.0660 0.7535 0.0651
H 2.9367 2.8155 2.2666 -0.0014
H 4.2458 2.4725 4.0072 0.0001
H 5.3727 0.8093 5.4284 0.0000
H 5.1166 -1.6186 4.9558 0.0000
H 3.7077 -2.3273 3.0239 0.0007
```



Q: Which of these has the lowest electronic energy?
A: C32H20BrF12N3O7Pd



Q: The lowest electronic energy belongs to which entry?
A: C32H20BrF12N3O7Pd



Q: Among the records above, which one has the highest energy relative to the best compared isomer or geometry (same formula, charge and spin)?
A: C32H21BrClF3O2



Q: Look up the energy relative to the best compared isomer or geometry (same formula, charge and spin) of the second one.
A: 50.5 kcal per mole